66
Properties=species:S:1:pos:R:3:forces:R:3 method="wB97M-V/def2-TZVPD" homo_lumo_gap_ev=8.639 smiles="CCOC(=O)[C@H]1[C@H](c2ccccc2)[C@H](C(=O)OCC)S(=O)(=O)[C@@H](CCN(CC)CC)S1(=O)=O" largest_force_ha_per_bohr=0.023
S 0.701774 1.513081 0.661637 -0.390 0.237 0.719
S 1.474365 -1.137358 -0.286546 -0.361 -1.075 -0.350
O 0.737739 2.412323 1.779648 -0.029 -0.257 0.382
O 1.866286 -0.584061 -1.538458 -0.166 0.423 -0.326
O -2.023377 2.612571 -0.874078 0.030 -0.039 -0.115
O -0.822155 -1.755619 1.864359 -0.159 -0.094 0.052
O -1.215144 -3.398554 0.392121 -0.014 -0.054 -0.395
O 1.162935 2.014035 -0.592352 0.085 -0.127 -0.525
O 2.049633 -2.391810 0.113074 -0.053 -0.083 0.528
O -2.275548 2.616279 1.356159 -0.033 -0.213 0.354
N 4.291025 0.241882 -0.267451 -0.080 -0.011 0.217
C -3.002630 3.849487 1.298080 -0.338 0.370 -0.193
C 2.920791 0.197781 1.764791 0.494 0.386 -0.234
C -4.460709 3.609664 0.934341 0.396 -0.109 0.044
C -3.090305 -4.021030 1.823282 0.348 0.080 -0.197
C -3.452799 -0.686184 -0.290069 0.065 0.016 -0.045
C -1.042588 -0.068920 -0.734034 -0.354 -0.016 -0.254
C -1.835101 2.125193 0.206112 -0.089 0.208 -0.108
C -1.641157 -4.280170 1.439085 -0.241 -0.189 0.513
C 3.872112 1.011902 0.878192 0.111 -0.082 0.323
C 5.409337 -0.650793 -0.019909 -0.020 -0.224 -0.148
C 4.363328 0.994940 -1.503959 0.073 0.227 -0.110
C -2.466130 -0.315982 -1.195554 0.051 -0.042 -0.009
C 1.556622 -0.016154 1.144324 -0.436 0.109 -0.662
C -4.746489 -0.921142 -0.720834 -0.101 -0.027 0.032
C 5.407146 2.118403 -1.534351 -0.178 -0.338 0.057
C -2.794560 -0.187099 -2.537301 0.021 -0.035 0.053
C -1.013692 0.879458 0.453547 0.763 0.458 0.081
C -0.355294 -1.408768 -0.462562 0.927 0.285 0.064
C 5.278051 -1.945938 -0.816338 0.059 0.199 0.182
C -4.089068 -0.420610 -2.967862 0.026 -0.013 -0.063
C -5.067782 -0.788612 -2.061000 -0.076 -0.017 0.021
C -0.831388 -2.182574 0.730482 -0.023 -0.052 0.305
H 0.893903 -0.494515 1.864261 -0.124 -0.022 0.006
H -6.078509 -0.968596 -2.395283 -0.082 -0.011 -0.032
H -0.983619 -4.145523 2.302991 -0.036 -0.076 -0.166
H -4.998915 4.552783 0.948871 -0.089 0.103 0.002
H -0.484527 0.417029 -1.544330 -0.172 -0.120 0.044
H 5.358261 -1.757206 -1.882705 0.029 -0.025 -0.162
H 4.565342 0.284112 -2.305513 -0.078 0.023 -0.089
H -1.284455 0.435808 1.409208 0.020 -0.020 -0.036
H -2.904814 4.277741 2.296747 0.044 -0.047 -0.130
H -3.416193 -4.772501 2.536342 -0.057 -0.083 0.079
H 5.374198 2.615994 -2.499663 0.034 0.108 -0.099
H 6.412607 1.729666 -1.386047 0.120 0.035 0.005
H -5.505941 -1.205014 -0.007141 -0.063 -0.024 0.061
H -3.725292 -4.065804 0.941759 -0.091 -0.037 -0.051
H 6.375241 -0.171884 -0.249961 -0.047 0.008 0.143
H 4.309385 -2.395729 -0.620495 -0.014 -0.090 -0.001
H 3.355317 -0.784474 1.968278 -0.087 0.032 0.078
H -4.919474 2.927516 1.645869 -0.081 -0.032 0.074
H -2.527324 4.502863 0.560821 -0.012 -0.059 0.167
H 3.342042 1.902632 0.538040 0.200 0.076 0.008
H -0.432820 -2.044335 -1.347697 0.198 0.116 0.027
H 5.417932 -0.899858 1.044251 0.041 0.056 -0.002
H -4.528414 3.179373 -0.061905 -0.051 -0.001 -0.068
H -3.187709 -3.039751 2.280244 -0.043 0.061 0.060
H -4.334466 -0.310914 -4.013359 -0.016 0.016 -0.096
H -2.033638 0.109452 -3.242635 0.102 0.069 -0.096
H 3.370713 1.412981 -1.681666 0.073 -0.055 -0.104
H -3.216016 -0.786928 0.758535 0.025 -0.005 0.190
H 5.203141 2.855789 -0.761435 0.013 0.127 0.069
H 2.774046 0.725086 2.711273 -0.083 -0.130 -0.001
H -1.514714 -5.281520 1.025059 0.044 0.141 0.044
H 4.723175 1.340259 1.499803 -0.122 0.068 -0.071
H 6.064208 -2.640250 -0.527854 0.101 -0.104 -0.045